No. 1
{
  "formula": "C36H43AsBN6OPt",
  "method": "wB97M-V/def2-TZVPD",
  "elements": ["Pt", "C", "C", "C", "C", "C", "C", "N", "N", "B", "N", "C", "C", "C", "N", "C", "C", "C", "N", "C", "C", "C", "N", "C", "C", "C", "H", "H", "H", "H", "H", "H", "H", "H", "H", "H", "H", "H", "H", "H", "H", "H", "H", "H", "H", "H", "H", "H", "H", "H", "H", "H", "H", "H", "O", "As", "C", "C", "C", "C", "C", "C", "C", "C", "C", "C", "C", "C", "C", "C", "C", "C", "C", "C", "H", "H", "H", "H", "H", "H", "H", "H", "H", "H", "H", "H", "H", "H", "H"],
  "xyz": [[0.05300, 1.02094, 1.01404], [1.84678, 4.29379, -2.13151], [0.56133, 3.73965, -1.50963], [0.39275, 2.27091, -1.87055], [0.54034, 4.02924, -0.03309], [0.71610, 5.28529, 0.56268], [0.59670, 5.06691, 1.91640], [0.36927, 3.76428, 2.11848], [0.33775, 3.12528, 0.92992], [0.17631, 3.00264, 3.44451], [1.28412, 1.94479, 3.58743], [2.19163, 1.81484, 4.55970], [3.03923, 0.77959, 4.22922], [2.58801, 0.31383, 2.99160], [1.51901, 1.02811, 2.62196], [3.21565, -0.76617, 2.16325], [2.35062, -2.02500, 2.09932], [3.59169, -0.24512, 0.77838], [-1.19806, 2.31384, 3.42328], [-2.21333, 2.48004, 4.27651], [-3.27180, 1.71230, 3.84896], [-2.82233, 1.08257, 2.68343], [-1.55861, 1.45069, 2.44449], [-3.65787, 0.19284, 1.80910], [-4.75326, 1.01391, 1.12111], [-2.84554, -0.58068, 0.78884], [1.84095, 4.13753, -3.21013], [2.71887, 3.78609, -1.71589], [1.96067, 5.36044, -1.94840], [-0.28403, 4.28516, -1.94371], [1.20489, 1.66487, -1.45842], [0.40849, 2.15432, -2.95605], [-0.56138, 1.86665, -1.52217], [0.89188, 6.22330, 0.06797], [0.65422, 5.74599, 2.74920], [0.22921, 3.76688, 4.36176], [2.17171, 2.46955, 5.41315], [3.88273, 0.41506, 4.78702], [4.14464, -1.02171, 2.68153], [1.41353, -1.81454, 1.58281], [2.12643, -2.39381, 3.10045], [2.87177, -2.81313, 1.55240], [2.69796, -0.01601, 0.19470], [4.15926, -1.00285, 0.23652], [4.20099, 0.65634, 0.85119], [-2.10916, 3.13557, 5.12320], [-4.24082, 1.61583, 4.30384], [-4.14251, -0.52775, 2.47595], [-4.30685, 1.74148, 0.44010], [-5.36004, 1.55974, 1.84190], [-5.41127, 0.36233, 0.54498], [-2.37562, 0.10943, 0.07990], [-3.49044, -1.25762, 0.22391], [-2.05972, -1.17101, 1.25739], [0.29926, -0.78603, -0.12735], [-0.03437, -1.81222, -1.40916], [-1.25115, -3.17568, -0.86931], [-1.07442, -3.73512, 0.39379], [-1.93096, -4.73553, 0.82159], [-2.95747, -5.17016, -0.00815], [-3.12597, -4.61533, -1.26766], [-2.26923, -3.61407, -1.70606], [1.60239, -2.64612, -1.92292], [1.69435, -4.03012, -2.00718], [2.90086, -4.61317, -2.36914], [4.00025, -3.81666, -2.64932], [3.90353, -2.43321, -2.57167], [2.70474, -1.84383, -2.20704], [-0.75401, -0.87030, -2.90972], [-2.01518, -0.28703, -2.80593], [-2.52152, 0.44622, -3.86615], [-1.77267, 0.59700, -5.02612], [-0.52462, 0.00324, -5.13486], [-0.01174, -0.73629, -4.07768], [-0.27815, -3.38365, 1.04111], [-1.80190, -5.17442, 1.80146], [-3.62847, -5.94807, 0.33012], [-3.92438, -4.95974, -1.91051], [-2.40141, -3.17984, -2.68991], [0.83571, -4.65346, -1.78951], [2.98050, -5.68999, -2.42892], [4.93888, -4.27476, -2.92991], [4.76335, -1.81555, -2.79420], [2.63135, -0.76513, -2.13393], [-2.60493, -0.40723, -1.90493], [-3.50076, 0.89889, -3.78902], [-2.16901, 1.17278, -5.85158], [0.05146, 0.11181, -6.04362], [0.95986, -1.20469, -4.16947]],
  "atomic_forces_ev_per_a": [[-0.1, 0.0, 0.0], [0.0, 0.0, 0.0], [0.0, 0.0, 0.0], [0.0, 0.0, 0.0], [0.0, 0.0, 0.0], [-0.1, 0.0, 0.0], [0.0, 0.0, 0.0], [0.1, 0.0, 0.0], [-0.1, 0.0, 0.0], [0.0, 0.0, 0.0], [0.0, 0.0, -0.1], [0.0, 0.0, 0.0], [0.0, 0.1, 0.0], [0.0, 0.0, 0.0], [0.0, -0.1, 0.0], [0.0, 0.0, 0.0], [0.0, 0.0, 0.0], [0.0, 0.0, -0.1], [0.0, 0.0, 0.0], [0.0, 0.0, 0.0], [0.0, 0.0, 0.0], [0.0, 0.0, 0.0], [0.1, 0.0, 0.0], [0.0, 0.0, 0.0], [0.0, 0.0, 0.0], [0.0, 0.0, 0.0], [0.0, 0.0, 0.0], [0.0, 0.0, 0.0], [0.0, 0.0, 0.0], [0.0, 0.0, 0.0], [0.0, 0.0, 0.0], [0.0, 0.0, 0.0], [0.0, 0.0, 0.0], [0.0, 0.0, 0.0], [0.0, 0.0, 0.0], [0.0, 0.0, 0.0], [0.0, 0.0, 0.0], [0.0, 0.0, 0.0], [0.0, 0.0, 0.0], [0.0, 0.0, 0.0], [0.0, 0.0, 0.0], [0.0, 0.0, 0.0], [0.0, 0.0, 0.0], [0.0, 0.0, 0.0], [0.0, 0.0, 0.0], [0.0, 0.0, 0.0], [0.0, 0.0, 0.0], [0.0, 0.0, 0.0], [0.0, 0.0, 0.0], [0.0, 0.0, 0.0], [0.0, 0.0, 0.0], [0.0, 0.0, 0.0], [0.0, 0.0, 0.0], [0.0, 0.0, 0.0], [0.0, -0.1, 0.0], [0.1, 0.1, 0.0], [0.0, 0.0, 0.1], [0.0, 0.0, 0.0], [0.0, 0.0, 0.0], [0.0, 0.0, 0.0], [0.0, 0.0, 0.0], [0.0, 0.0, 0.0], [0.0, 0.0, -0.1], [0.0, 0.0, 0.0], [0.0, 0.0, 0.0], [0.0, 0.0, 0.0], [0.0, 0.0, 0.0], [0.0, 0.0, 0.0], [0.0, 0.0, 0.0], [0.0, 0.0, 0.0], [0.0, 0.0, 0.0], [0.0, 0.0, 0.0], [0.0, 0.0, 0.0], [0.0, 0.0, 0.0], [0.0, 0.0, 0.0], [0.0, 0.0, 0.0], [0.0, 0.0, 0.0], [0.0, 0.0, 0.0], [0.0, 0.0, 0.0], [0.0, 0.0, 0.0], [0.0, 0.0, 0.0], [0.0, 0.0, 0.0], [0.0, 0.0, 0.0], [0.0, 0.0, 0.0], [0.0, 0.0, -0.1], [0.0, 0.0, 0.0], [0.0, 0.0, 0.0], [0.0, 0.0, 0.0], [0.0, 0.0, 0.0]],
  "mulliken_spin": [1.4233, 0.0013, -0.0207, 0.0870, -0.0135, 0.0030, -0.0047, -0.0541, 0.2211, -0.0375, -0.0437, -0.0042, 0.0029, 0.0080, 0.2083, -0.0018, -0.0022, 0.0016, -0.0574, -0.0047, 0.0035, -0.0036, 0.2212, -0.0248, 0.0015, 0.0131, 0.0001, -0.0005, 0.0000, -0.0011, -0.0143, -0.0001, -0.0262, 0.0003, -0.0005, -0.0003, -0.0005, 0.0007, -0.0008, 0.0043, 0.0002, 0.0001, 0.0031, -0.0003, 0.0017, -0.0001, 0.0001, 0.0008, -0.0008, 0.0002, -0.0001, 0.0302, -0.0016, -0.0124, 0.0818, 0.0014, 0.0027, -0.0007, -0.0007, 0.0003, 0.0000, 0.0000, 0.0004, 0.0002, 0.0001, -0.0001, -0.0009, 0.0037, 0.0098, -0.0076, 0.0036, 0.0005, -0.0005, -0.0021, 0.0010, 0.0000, 0.0000, -0.0001, -0.0001, 0.0001, 0.0000, 0.0000, 0.0000, 0.0002, 0.0019, -0.0001, 0.0000, 0.0000, 0.0001],
  "homo_lumo_gap_ev": [8.95, 8.02],
  "s_squared": 2.004,
  "multiplicity": 3,
  "e_lumo_ha": [-0.078, -0.118],
  "charge": 1
}

***

No. 2
{
  "formula": "C27H39IrN4O2Si4",
  "method": "wB97M-V/def2-TZVPD",
  "elements": ["Ir", "O", "C", "N", "C", "C", "C", "C", "C", "C", "N", "C", "O", "C", "C", "C", "C", "C", "N", "C", "C", "C", "C", "C", "N", "H", "H", "H", "H", "H", "H", "H", "H", "H", "H", "H", "H", "C", "Si", "C", "C", "Si", "Si", "C", "C", "C", "Si", "C", "C", "C", "H", "H", "H", "H", "H", "H", "H", "H", "H", "H", "H", "H", "H", "H", "H", "H", "H", "H", "H", "H", "H", "H", "H", "H", "H", "H", "H"],
  "xyz": [[0.99785, 0.19664, 0.61833], [0.65342, 3.67686, 2.50249], [1.06835, 2.89970, 1.69193], [1.78170, 1.71412, 1.95932], [3.11594, 1.67447, 2.06908], [3.89279, 2.70262, 2.65662], [5.23575, 2.52804, 2.82447], [5.87081, 1.32993, 2.41568], [5.16076, 0.33071, 1.80899], [3.77738, 0.49258, 1.58508], [2.98875, -0.39145, 0.94408], [3.15268, -1.77432, 1.05439], [4.15426, -2.39203, 0.80834], [1.92738, -2.33375, 1.67986], [1.96114, -3.54969, 2.34516], [0.93830, -3.88465, 3.21135], [-0.08625, -2.96281, 3.40697], [-0.08039, -1.79313, 2.67749], [0.87563, -1.48490, 1.79715], [0.98854, 3.03984, 0.21571], [0.92285, 4.28354, -0.39285], [1.24089, 4.40164, -1.73191], [1.66889, 3.26302, -2.41081], [1.64458, 2.04786, -1.76112], [1.25370, 1.90876, -0.49243], [3.39713, 3.60151, 2.99813], [5.82358, 3.31257, 3.27963], [6.93440, 1.21491, 2.56978], [5.63811, -0.57481, 1.46369], [2.81873, -4.19094, 2.19991], [0.94350, -4.81907, 3.75282], [-0.87525, -3.14943, 4.11967], [-0.85411, -1.04995, 2.80468], [0.66738, 5.14325, 0.21102], [1.20654, 5.36039, -2.22887], [2.02764, 3.32842, -3.42722], [1.97179, 1.14220, -2.25154], [-4.53733, -0.14445, -0.20710], [-3.06711, 0.30917, 0.89543], [-3.38072, -0.57398, 2.54737], [-2.97090, 2.17468, 1.18433], [-1.06092, -0.38704, -0.34060], [-1.07981, -2.72372, -1.23310], [0.48442, -2.95172, -2.27089], [-1.09452, -3.91185, 0.23855], [-2.63026, -3.09490, -2.24982], [-1.61293, 0.61643, -2.79256], [-1.66326, 2.44283, -2.28304], [-0.16016, 0.19589, -3.93586], [-3.21639, 0.14525, -3.67798], [-5.46817, 0.09990, 0.30835], [-4.56332, -1.20934, -0.43540], [-4.53494, 0.40548, -1.14515], [-4.41982, -0.41802, 2.84406], [-2.76050, -0.18298, 3.35583], [-3.22321, -1.65176, 2.48501], [-3.73787, 2.49079, 1.89362], [-3.13060, 2.73503, 0.26352], [-2.00525, 2.47342, 1.59491], [1.35686, -2.51929, -1.77949], [0.38925, -2.49328, -3.25422], [0.68977, -4.01244, -2.42761], [-0.11687, -3.97576, 0.71325], [-1.35741, -4.92026, -0.08993], [-1.81928, -3.61818, 0.99769], [-2.64572, -2.56477, -3.19878], [-3.54460, -2.84878, -1.71130], [-2.66411, -4.16250, -2.47638], [-1.08696, 2.64414, -1.38419], [-2.68612, 2.77565, -2.10588], [-1.24935, 3.06372, -3.08292], [0.75030, -0.06315, -3.40056], [0.06621, 1.05912, -4.56733], [-0.40290, -0.63477, -4.59793], [-4.10087, 0.29149, -3.06265], [-3.22371, -0.88461, -4.02652], [-3.32607, 0.78188, -4.55977]],
  "atomic_forces_ev_per_a": [[1.8, 0.6, 1.6], [0.1, 0.0, -0.2], [-0.2, 0.0, 0.6], [-0.6, -1.9, -0.8], [0.5, 0.2, 0.1], [0.1, 0.2, 0.0], [-0.2, 0.1, 0.0], [-0.1, -0.2, -0.1], [0.2, -0.1, 0.1], [0.4, 0.1, 0.2], [-1.2, 0.8, -0.2], [0.5, 0.2, -0.5], [-0.2, -0.1, 0.2], [-0.7, -0.5, 0.6], [0.3, 0.2, -0.3], [-0.5, 0.4, 0.2], [0.5, -0.5, 0.1], [-0.3, 0.5, -0.2], [0.3, -0.6, 0.5], [0.1, 0.3, -1.1], [-0.1, -0.1, 0.5], [0.2, -0.5, -0.4], [-0.1, 0.7, 0.2], [0.0, -0.6, 0.1], [0.0, 0.9, -0.1], [0.0, 0.0, 0.0], [0.0, 0.0, 0.0], [0.0, 0.0, 0.0], [0.0, 0.0, 0.0], [0.1, 0.0, 0.0], [0.1, 0.0, 0.0], [-0.1, 0.0, 0.0], [-0.1, -0.1, -0.1], [0.0, 0.0, 0.1], [0.0, 0.0, 0.0], [-0.1, -0.1, 0.0], [-0.2, 0.0, 0.0], [0.2, 0.2, 0.2], [0.0, -0.4, -0.1], [0.2, 0.2, -0.1], [0.0, -0.3, -0.1], [-1.8, -0.4, -2.7], [-0.1, 0.4, 0.8], [-0.2, 0.0, 0.2], [0.1, -0.1, -0.3], [0.3, 0.2, 0.1], [0.4, -0.5, 2.0], [0.1, 0.0, -0.7], [-0.1, 0.3, 0.0], [0.2, 0.2, 0.1], [0.0, 0.0, 0.1], [0.1, 0.0, 0.0], [0.0, 0.0, 0.0], [0.0, 0.1, 0.0], [0.0, 0.0, 0.0], [0.0, 0.0, -0.1], [-0.1, -0.1, 0.0], [0.0, 0.0, -0.1], [0.0, 0.0, 0.0], [0.0, 0.0, 0.0], [0.0, 0.1, 0.0], [-0.1, -0.1, 0.0], [0.0, 0.0, 0.0], [0.0, 0.0, 0.0], [-0.1, 0.1, 0.0], [0.0, 0.0, 0.0], [0.0, 0.0, 0.0], [0.1, -0.1, 0.0], [0.0, -0.1, 0.1], [-0.1, 0.0, 0.0], [-0.1, 0.1, 0.0], [0.0, -0.1, 0.0], [0.0, 0.0, -0.1], [-0.1, 0.0, 0.0], [0.0, 0.0, 0.0], [0.0, 0.0, 0.0], [0.0, 0.1, 0.0]],
  "mulliken_spin": [-0.0124, 0.0067, -0.0118, 0.2439, 0.2047, -0.0124, 0.0682, 0.1062, -0.0308, 0.1784, 0.1930, -0.0169, 0.0418, -0.0179, 0.0033, -0.0018, 0.0060, -0.0032, 0.0526, 0.0102, 0.0020, 0.0003, 0.0033, -0.0008, -0.0246, -0.0005, 0.0040, 0.0062, -0.0052, 0.0008, 0.0003, -0.0001, -0.0018, 0.0000, 0.0000, 0.0002, 0.0004, 0.0114, 0.0527, 0.0037, 0.0038, -0.0335, -0.0219, -0.0031, -0.0047, -0.0065, 0.0057, -0.0018, -0.0010, 0.0000, 0.0015, -0.0015, -0.0007, 0.0009, -0.0001, -0.0002, 0.0009, -0.0003, -0.0011, 0.0019, -0.0011, 0.0001, 0.0000, -0.0011, 0.0011, 0.0010, 0.0010, -0.0014, 0.0031, 0.0000, 0.0000, 0.0001, -0.0009, -0.0004, 0.0000, -0.0002, 0.0001],
  "homo_lumo_gap_ev": [5.56, 4.66],
  "s_squared": 0.869,
  "relative_energy_ev": 1.2973,
  "multiplicity": 2,
  "e_lumo_ha": [-0.157, -0.190],
  "charge": 1
}

***

No. 3
{
  "formula": "C18H18F2N4O3",
  "method": "wB97M-V/def2-TZVPD",
  "elements": ["C", "H", "H", "H", "C", "N", "C", "O", "C", "N", "O", "C", "C", "H", "C", "O", "C", "C", "C", "C", "C", "C", "F", "H", "H", "H", "F", "H", "H", "C", "H", "H", "C", "N", "C", "C", "C", "N", "H", "H", "H", "H", "H", "H", "H"],
  "xyz": [[5.51643, 0.30608, -0.15948], [5.24830, 0.85657, -1.05615], [6.59591, 0.33756, -0.03766], [5.19345, -0.72362, -0.28724], [4.84515, 0.94773, 1.05172], [3.39685, 0.78258, 1.04881], [2.71420, 1.46277, 0.10301], [3.26672, 2.23175, -0.66582], [1.23673, 1.30035, -0.01635], [0.38874, 0.92712, 0.91234], [-0.85459, 1.01702, 0.39041], [-0.77538, 1.45220, -0.87543], [0.53501, 1.65276, -1.19885], [0.96189, 1.99623, -2.11533], [-2.03711, 1.66226, -1.65466], [-3.20305, 1.50618, -0.87982], [-3.46618, 0.32266, -0.26883], [-2.96035, -0.93814, -0.58274], [-3.31502, -2.07677, 0.11842], [-4.21869, -1.99244, 1.15899], [-4.76556, -0.76465, 1.49236], [-4.38545, 0.35841, 0.78904], [-4.91405, 1.54832, 1.12226], [-5.47685, -0.66172, 2.29562], [-4.49949, -2.87782, 1.70527], [-2.87540, -3.01661, -0.17522], [-2.09222, -1.08924, -1.61184], [-2.03799, 1.01100, -2.53865], [-2.07573, 2.70112, -1.99906], [2.81660, -0.12982, 2.00150], [1.75783, 0.10802, 2.11196], [3.31204, 0.00855, 2.96729], [2.97137, -1.60368, 1.57478], [2.38050, -1.83611, 0.28944], [1.07234, -1.96160, -0.01520], [0.99111, -2.07538, -1.38281], [2.32023, -1.99884, -1.81994], [3.14228, -1.85371, -0.80044], [2.70146, -2.04751, -2.82014], [0.11333, -2.19488, -1.98197], [0.31526, -1.96336, 0.74342], [4.02792, -1.86705, 1.49276], [2.49399, -2.24288, 2.32255], [5.05907, 2.02120, 1.04867], [5.22666, 0.51390, 1.97764]],
  "atomic_forces_ev_per_a": [[0.0, 0.0, 0.2], [0.0, 0.0, -0.1], [0.2, 0.0, 0.0], [0.1, 0.0, 0.0], [0.3, 0.2, -0.3], [0.1, 0.1, 0.1], [0.3, 0.0, 0.4], [-0.1, 0.1, -0.2], [-1.1, 0.1, -0.3], [0.8, 0.0, 0.5], [-0.5, 0.2, -0.4], [1.0, 0.2, -0.3], [-0.7, -0.2, 0.3], [0.1, 0.1, -0.2], [0.2, 0.1, -0.3], [-0.2, -0.1, 0.1], [-0.2, -0.2, 0.2], [-0.2, 0.0, 0.1], [0.1, 0.1, -0.1], [0.0, 0.1, -0.1], [0.0, 0.2, 0.0], [0.1, 0.0, -0.1], [0.1, -0.1, -0.1], [-0.1, 0.1, 0.1], [0.0, -0.1, 0.0], [0.1, -0.1, -0.1], [-0.1, 0.1, 0.1], [0.0, 0.1, 0.2], [0.0, -0.2, 0.1], [-0.3, -0.4, 0.1], [0.3, -0.2, 0.2], [-0.1, 0.0, 0.0], [0.2, 0.4, 0.5], [-0.4, -0.2, -0.2], [-0.1, -0.1, -0.2], [-0.1, 0.0, 0.1], [-0.2, 0.0, 0.1], [0.8, 0.0, -0.2], [0.1, 0.0, -0.2], [-0.2, 0.0, -0.1], [-0.1, 0.0, 0.2], [-0.1, -0.1, 0.0], [0.1, 0.0, -0.1], [0.0, -0.1, 0.1], [-0.1, 0.0, 0.0]],
  "mulliken_charge": [-0.9756, 0.2904, 0.4011, 0.2277, -0.7693, 0.1753, 0.3389, -0.6709, 1.1841, -0.9883, 0.0553, 1.2188, -1.3371, 0.4452, -0.8480, -0.4618, 0.1054, 0.9179, -0.6081, -0.4390, -0.6495, 0.3047, -0.2979, 0.4502, 0.3865, 0.4853, -0.3495, 0.2199, 0.4287, -0.9906, 0.5228, 0.4056, -0.7513, 0.6799, -0.2850, -0.5529, -0.5724, -0.7819, 0.4485, 0.4549, 0.5714, 0.3833, 0.4486, 0.3952, 0.3833],
  "homo_lumo_gap_ev": 9.84,
  "relative_energy_ev": 0.8192,
  "e_lumo_ha": 0.027,
  "smiles": "CCN(CCn1cccn1)C(=O)c1cc(COc2c(F)cccc2F)on1",
  "charge": 0
}

***

Number 1: electronic energy -113775.783 eV. Number 2: electronic energy -73032.535 eV. Number 3: electronic energy -36493.745 eV.